1.
A structure of composition C11H16AuN3SSiTe4 in a non-equilibrium geometry. Source: OMol25; level of theory: ωB97M-V with the def2-TZVPD basis set.

For the HOMO-LUMO gap, the calculation gives 0.1617 Eh. As for the charge: 0. The calculation puts the electronic energy at -2488.51264 a.u.

Geometry (Å):
Au 1.99 1.33 1.82
Te 2.43 1.02 4.46
Te 4.64 -0.41 4.59
Te 6.19 1.11 2.95
Te 4.37 2.99 2.49
C -1.50 -2.29 -2.26
Si -2.59 -1.20 -1.13
C -3.04 0.47 -1.93
C -4.21 -2.15 -0.78
C -1.75 -0.92 0.55
C -2.29 -1.43 1.71
C -1.66 -1.22 2.94
C -0.52 -0.46 2.94
N 0.03 0.05 1.85
C -0.56 -0.17 0.66
S 0.21 0.47 -0.70
H -2.01 -2.49 -3.20
H -1.27 -3.24 -1.79
H -0.56 -1.80 -2.49
H -3.58 0.32 -2.86
H -2.15 1.04 -2.15
H -3.66 1.06 -1.26
H -4.75 -2.33 -1.70
H -4.86 -1.59 -0.12
H -4.02 -3.11 -0.31
H -3.20 -2.00 1.67
H -2.05 -1.62 3.86
H 0.01 -0.26 3.87
N 3.81 1.58 -2.21
C 3.41 2.88 -2.12
C 2.85 3.02 -0.89
N 2.90 1.82 -0.24
C 3.48 0.98 -1.05
H 4.25 1.15 -3.00
H 3.55 3.58 -2.92
H 2.42 3.89 -0.42
H 3.68 -0.05 -0.84

Here are the natural (NBO) charges for atoms 1 to 6, given in e: Au 0.76; Te -0.09; Te 0.02; Te 0.01; Te -0.03; C -1.10

***

2.
A structure of composition C11H16Cl2IN5OSTi. Source: OMol25; level of theory: ωB97M-V with the def2-TZVPD basis set.

For the HOMO-LUMO gap, the calculation gives 0.2714 Eh. As for the charge: +2. The calculation puts the electronic energy at -3243.12477 a.u. The energy above the lowest of the compared OMol25 structures with the same formula, charge and spin is 0.445 eV.

Geometry (Å):
Ti 0.44 0.57 0.55
C 0.12 -0.55 -3.81
C 0.03 -0.50 -2.32
N -0.12 0.55 -1.61
N -0.51 1.76 -2.14
C -1.43 2.40 -1.37
N -1.94 3.53 -1.82
S -1.87 1.73 0.12
C 0.07 -1.72 -1.47
C 0.07 -3.00 -1.97
C -0.11 -4.07 -1.09
C -0.29 -3.82 0.25
C -0.26 -2.50 0.69
N -0.08 -1.47 -0.14
H -0.71 0.01 -4.26
H 0.09 -1.56 -4.20
H 1.05 -0.08 -4.13
H -0.25 2.02 -3.08
H -1.70 3.93 -2.71
H -2.60 4.03 -1.24
H 0.20 -3.19 -3.02
H -0.11 -5.09 -1.47
H -0.45 -4.61 0.97
H -0.36 -2.26 1.74
Cl 1.34 2.62 0.45
N -0.88 0.34 4.54
C -0.30 1.04 3.59
O -0.29 0.61 2.40
C 0.32 2.36 3.92
I 2.35 2.04 4.47
H -1.31 -0.55 4.34
H -0.90 0.68 5.49
H -0.19 2.85 4.75
H 0.31 2.99 3.04
Cl 2.36 -0.66 1.61
C 2.34 -0.11 -0.09
H 2.44 -0.96 -0.75
H 3.11 0.64 -0.21

Here are the natural (NBO) charges for atoms 1 to 6, given in e: Ti 1.10; C -0.70; C 0.35; N -0.27; N -0.44; C 0.35

***

3.
A structure of composition C11H16Cl3IrNO2 in a non-equilibrium geometry. Source: OMol25; level of theory: ωB97M-V with the def2-TZVPD basis set.

For the HOMO-LUMO gap (spin up / spin down), the calculation gives 0.1220 / 0.2221 Eh. The expectation value of S² is 8.79. As for the charge: -2. The calculation puts the electronic energy at -2118.76141 a.u. Its multiplicity is 6. The energy above the lowest of the compared OMol25 structures with the same formula, charge and spin is 0.811 eV.

Geometry (Å):
C -0.81 0.60 -0.47
C -0.93 -0.72 -1.12
C 0.34 -1.28 -1.29
C -2.18 -1.31 -1.61
C 1.33 -0.33 -0.90
C 0.67 0.86 -0.47
C 1.19 2.15 -0.13
C -1.72 1.71 -0.82
C 0.60 -2.64 -1.84
C 2.78 -0.54 -0.99
Ir -0.51 0.19 1.56
Cl -0.85 -2.01 1.71
Cl -2.79 0.53 1.92
Cl 1.75 -0.10 2.20
H -2.89 -0.52 -1.89
H -2.66 -1.94 -0.85
H -2.00 -1.94 -2.50
H -0.07 -3.38 -1.39
H 1.64 -2.95 -1.66
H 0.45 -2.66 -2.93
H 3.05 -1.49 -0.50
H 3.32 0.27 -0.49
H 3.13 -0.60 -2.04
H 2.28 2.18 -0.01
H 0.60 2.44 1.24
H 0.73 2.96 -0.71
H -2.76 1.42 -0.66
H -1.58 1.97 -1.87
H -1.49 2.57 -0.21
O -0.06 2.33 2.08
H 0.53 2.03 2.81
O -0.17 0.06 5.80
C -0.35 0.06 4.61
N -0.55 0.06 3.45

Here are the natural (NBO) charges for atoms 1 to 6, given in e: C -0.31; C 0.12; C -0.12; C -0.66; C 0.05; C -0.06

***

4.
The ion C11H16ClN4 with charge +1 in a non-equilibrium geometry. Source: OMol25; level of theory: ωB97M-V with the def2-TZVPD basis set.

For the HOMO-LUMO gap, the calculation gives 0.3472 Eh. As for the charge: +1. The calculation puts the electronic energy at -1107.66809 a.u. The SMILES is C[N+]1(C)C[C@@H]2C[C@H]1CN2c1ccc(Cl)nn1. The energy above the lowest of the compared OMol25 structures with the same formula, charge and spin is 0.469 eV.

Geometry (Å):
C -0.02 1.33 1.64
N -1.24 0.64 1.17
C -2.41 1.10 1.97
C -1.32 1.01 -0.27
C -1.26 -0.31 -1.01
C -2.15 -1.12 -0.11
C -1.26 -0.85 1.12
C 0.08 -1.46 0.61
N 0.08 -0.94 -0.81
C 1.30 -0.41 -1.31
C 2.35 -1.35 -1.59
C 3.59 -0.84 -1.97
C 3.72 0.56 -2.04
Cl 5.33 1.11 -2.49
N 2.69 1.41 -1.77
N 1.50 0.90 -1.43
H 0.22 1.09 2.68
H -0.14 2.39 1.58
H 0.80 1.04 0.98
H -2.41 0.64 2.98
H -3.33 0.86 1.48
H -2.40 2.21 2.12
H -0.50 1.58 -0.63
H -2.24 1.55 -0.55
H -1.58 -0.30 -2.07
H -3.17 -0.74 -0.04
H -2.24 -2.18 -0.34
H -1.60 -1.36 2.02
H 0.12 -2.54 0.62
H 0.91 -1.11 1.24
H 2.14 -2.42 -1.58
H 4.43 -1.52 -2.19

Here are the natural (NBO) charges for atoms 1 to 6, given in e: C -0.41; N -0.22; C -0.41; C -0.28; C -0.05; C -0.43

***

5.
An isolated molecule of C11H16F3N3O in a non-equilibrium geometry. Source: OMol25; level of theory: ωB97M-V with the def2-TZVPD basis set.

For the HOMO-LUMO gap, the calculation gives 0.3668 Eh. As for the charge: 0. The calculation puts the electronic energy at -967.81221 a.u. The SMILES is N#C[C@H](COC(F)(F)F)[C@@H](C#N)CCCCCN.

Geometry (Å):
N -0.67 3.21 -2.31
C 0.05 2.36 -2.41
C 0.72 1.01 -2.16
C -0.04 -0.03 -3.05
O 0.84 -1.05 -3.55
C 0.32 -1.62 -4.66
F 0.61 -0.88 -5.74
F -1.01 -1.76 -4.60
F 0.80 -2.83 -4.84
C 0.75 0.62 -0.63
C 2.21 0.63 -0.19
N 3.26 0.66 0.24
C 0.02 1.65 0.30
C 0.01 1.19 1.80
C -1.31 0.40 2.13
C -1.15 -1.15 2.14
C -0.49 -1.74 3.44
N 0.29 -0.73 4.20
H 1.77 1.13 -2.48
H -0.52 0.54 -3.86
H -0.83 -0.49 -2.43
H 0.39 -0.40 -0.45
H -1.01 1.87 -0.03
H 0.63 2.58 0.24
H 0.04 2.11 2.41
H 0.87 0.54 2.05
H -1.77 0.79 3.06
H -2.04 0.63 1.33
H -2.18 -1.57 2.09
H -0.55 -1.44 1.26
H 0.24 -2.51 3.11
H -1.22 -2.21 4.12
H 1.20 -1.08 4.45
H -0.24 -0.43 5.01

Here are the natural (NBO) charges for atoms 1 to 6, given in e: N -0.30; C 0.28; C -0.32; C -0.07; O -0.51; C 1.16

***

6.
A structure of composition C11H16F9N4O6RuS3 in a non-equilibrium geometry. Source: OMol25; level of theory: ωB97M-V with the def2-TZVPD basis set.

For the HOMO-LUMO gap (spin up / spin down), the calculation gives 0.2188 / 0.2293 Eh. The expectation value of S² is 0.86. As for the charge: 0. The calculation puts the electronic energy at -3287.39435 a.u. Its multiplicity is 2. The energy above the lowest of the compared OMol25 structures with the same formula, charge and spin is 3.129 eV.

Geometry (Å):
Ru -0.44 0.18 -0.01
C -1.04 -0.47 3.08
N -0.04 0.32 2.36
C -0.05 1.70 2.84
C 1.28 -0.30 2.50
C 2.31 0.29 1.56
N 2.01 -0.04 0.17
C 2.67 0.91 -0.73
C 2.47 -1.39 -0.17
H -0.79 -0.53 4.15
H -1.11 -1.48 2.67
H -2.02 0.00 2.98
H 0.32 1.75 3.87
H -1.07 2.08 2.81
H 0.56 2.34 2.20
H 1.16 -1.37 2.30
H 1.64 -0.18 3.53
H 3.30 -0.09 1.84
H 2.32 1.37 1.66
H 3.76 0.89 -0.59
H 2.31 1.92 -0.56
H 2.45 0.64 -1.77
H 3.56 -1.43 -0.19
H 2.08 -1.66 -1.15
H 2.09 -2.12 0.54
F -2.47 -0.22 -3.71
C -1.47 0.49 -4.23
F -0.89 -0.20 -5.20
F -1.96 1.62 -4.73
S -0.28 0.88 -2.85
O 0.09 -0.41 -2.30
O 0.77 1.69 -3.35
N -1.28 1.64 -1.86
S -0.68 2.95 -1.19
O -0.32 4.01 -2.06
O 0.26 2.57 -0.13
C -2.17 3.51 -0.22
F -3.16 3.91 -0.99
F -2.58 2.51 0.55
F -1.80 4.51 0.59
S -4.83 -0.89 -0.63
C -3.41 -0.54 -0.01
N -2.37 -0.24 0.48
F -1.20 -5.39 0.32
C -0.30 -4.42 0.33
F 0.44 -4.53 -0.79
F 0.54 -4.65 1.37
C -0.94 -3.00 0.52
O -1.98 -2.95 1.14
O -0.18 -2.09 0.04

Here are the natural (NBO) charges for atoms 1 to 6, given in e: Ru 1.26; C -0.43; N -0.36; C -0.43; C -0.23; C -0.24

***

7.
An isolated molecule of C11H16N2 in a non-equilibrium geometry. Source: OMol25; level of theory: ωB97M-V with the def2-TZVPD basis set.

For the HOMO-LUMO gap, the calculation gives 0.3498 Eh. As for the charge: 0. The calculation puts the electronic energy at -538.18843 a.u. The SMILES is CCN1CCC[C@@H]1c1cccnc1. The energy above the lowest of the compared OMol25 structures with the same formula, charge and spin is 2.202 eV.

Geometry (Å):
C 0.43 2.59 -0.18
C 1.72 1.88 -0.32
N 1.55 0.40 -0.35
C 2.87 -0.16 -0.14
C 2.60 -1.69 -0.20
C 1.29 -1.73 0.69
C 0.69 -0.35 0.49
C -0.79 -0.39 0.19
C -1.58 0.15 1.13
C -2.91 0.35 0.92
C -3.42 -0.19 -0.30
N -2.68 -0.75 -1.18
C -1.32 -0.84 -1.00
H 0.48 3.74 -0.24
H -0.11 2.29 0.71
H -0.28 2.22 -0.94
H 2.19 2.08 -1.32
H 2.44 2.28 0.51
H 3.57 0.36 -0.75
H 3.24 0.13 0.92
H 2.37 -1.89 -1.21
H 3.37 -2.23 0.30
H 1.60 -1.58 1.74
H 0.63 -2.60 0.53
H 0.59 0.03 1.54
H -1.11 0.42 2.09
H -3.45 1.01 1.61
H -4.47 -0.18 -0.65
H -0.75 -1.28 -1.87

Here are the natural (NBO) charges for atoms 1 to 6, given in e: C -0.63; C -0.21; N -0.44; C -0.20; C -0.41; C -0.41

***

8.
An isolated molecule of C11H16N2OS in a non-equilibrium geometry. Source: OMol25; level of theory: ωB97M-V with the def2-TZVPD basis set.

For the HOMO-LUMO gap, the calculation gives 0.3207 Eh. As for the charge: 0. The calculation puts the electronic energy at -1011.57522 a.u. The energy above the lowest of the compared OMol25 structures with the same formula, charge and spin is 4.187 eV.

Geometry (Å):
C -1.64 -2.86 0.03
C -2.97 -2.61 0.43
C -0.84 -1.81 -0.40
C -3.50 -1.37 0.54
C -1.35 -0.52 -0.28
C -2.68 -0.33 0.17
C -1.11 1.66 0.39
C 4.29 0.31 0.15
C 2.83 -0.05 -0.38
C 1.92 1.10 -0.44
C 0.54 0.81 -1.26
N -0.47 0.59 -0.29
N -0.75 1.66 1.74
O -3.39 1.82 -1.34
S -3.04 1.43 0.06
H -1.20 -3.76 0.15
H -3.65 -3.36 0.80
H 0.18 -1.95 -0.92
H -4.38 -1.28 1.04
H -0.96 2.70 0.11
H 4.04 0.94 1.05
H 4.81 -0.69 0.20
H 4.90 0.95 -0.48
H 2.96 -0.70 -1.37
H 2.45 -0.83 0.35
H 1.80 1.66 0.48
H 2.59 1.91 -1.04
H 0.63 -0.07 -1.94
H 0.42 1.67 -1.89
H -1.36 2.23 2.22
H -1.10 0.73 2.13

Here are the natural (NBO) charges for atoms 1 to 6, given in e: C -0.17; C -0.23; C -0.23; C -0.18; C 0.19; C -0.33